Computed, not measured: 2 unconnected molecules or ions with the total composition C5H14NO, with ωB97M-V/def2-TZVPD.

Last columns: bonded neighbours and bond lengths (Å).
Cartesian coordinates (Å):
1 C -1.09768 -0.03075 1.67865  C2 1.531, N6 1.531, H7 1.042, H8 1.078
2 C -0.04398 -0.98517 1.11031  C1 1.531, C3 1.570, H9 1.034, H10 1.181
3 C 0.99895 -0.48168 0.05090  C2 1.570, C4 1.344, C5 1.455
4 C 1.48882 -1.41173 -0.78663  C3 1.344, H11 1.185, H12 1.100
5 C 1.37785 0.91403 -0.10570  C3 1.455, H13 1.084, H14 1.084, H15 1.040
6 N -1.72156 0.76865 0.53119  C1 1.531, H16 1.082, H17 0.944, H18 1.044
7 H -1.86858 -0.57772 2.11717  C1 1.042
8 H -0.69083 0.60296 2.44944  C1 1.078
9 H -0.49941 -1.81219 0.68916  C2 1.034
10 H 0.60620 -1.20936 2.07097  C2 1.181
11 H 1.26337 -2.57519 -0.79281  C4 1.185
12 H 2.32695 -1.39129 -1.49833  C4 1.100
13 H 1.14689 1.15059 -1.13767  C5 1.084
14 H 0.89282 1.65163 0.52329  C5 1.084
15 H 2.36566 0.89421 0.22025  C5 1.040
16 H -1.01008 1.48122 0.13411  N6 1.082
17 H -2.00385 0.18722 -0.15746  N6 0.944
18 H -2.56794 1.35993 0.68536  N6 1.044
19 H -0.27507 1.21384 -2.83701  O21 0.979
20 H 0.00970 -0.15568 -2.46639  O21 0.904
21 O -0.69823 0.40648 -2.47879  H19 0.979, H20 0.904

maximum force = 5.5 eV/Å
HOMO energy = -13.223 eV
E_tot = -328.58408 hartree
lowest unoccupied orbital energy = -3.44 eV
relative energy (zero: lowest compared OMol25 entry of this formula, charge and spin) = 64.1 kcal per mole
Kohn-Sham gap = 0.3595 Eh
charge = +1